{
  "formula": "C17H23BInO7",
  "method": "ωB97M-V with the def2-TZVPD basis set",
  "multiplicity": 1,
  "total_charge": -1,
  "homo_ev": -4.649,
  "max_force_ev_per_a": 3.1,
  "e_lumo_ev": 0.3,
  "total_energy_ev": -38181.413,
  "species": ["C", "C", "C", "C", "O", "In", "C", "B", "O", "O", "H", "H", "H", "H", "H", "H", "H", "H", "H", "H", "H", "H", "H", "H", "H", "C", "C", "C", "O", "C", "C", "C", "O", "H", "H", "H", "H", "C", "C", "C", "O", "C", "C", "C", "O", "H", "H", "H", "H"],
  "xyz": [[1.7992, -3.7990, 0.8616], [2.0957, -2.6728, 2.0583], [1.0407, -1.3829, 1.9181], [1.7920, -0.2987, 0.9405], [1.2012, 1.0491, 0.9377], [-0.8658, 1.0234, 1.2832], [-1.9353, -0.5386, -0.0107], [-2.8930, -1.5249, 0.9421], [-3.6475, -1.0103, 2.1021], [-3.0191, -2.9703, 0.5805], [2.5490, -3.6933, -0.0496], [1.9317, -4.9135, 1.2619], [0.6958, -3.6780, 0.4812], [3.2175, -2.3185, 2.0763], [1.7801, -3.2090, 3.0639], [0.9157, -0.9465, 2.9986], [0.0543, -1.8458, 1.4730], [1.9531, -0.7025, -0.1642], [2.8950, -0.1722, 1.3796], [-1.6246, 2.6437, 0.9454], [-1.1491, 0.5646, 3.0312], [-1.1539, -1.2684, -0.5385], [-2.6302, -0.0426, -0.8423], [-3.1434, -1.2089, 2.9646], [-2.7156, -3.5332, 1.3688], [-2.7386, 7.1672, 0.9077], [-2.6729, 6.1117, 1.7249], [-1.3765, 5.5950, 2.2062], [-1.3154, 4.6277, 2.9526], [-0.1563, 6.2905, 1.7510], [-0.2220, 7.3460, 0.9337], [-1.5184, 7.8627, 0.4524], [-1.5795, 8.8300, -0.2940], [-3.6812, 7.5584, 0.5448], [-3.5589, 5.5911, 2.0684], [0.7863, 5.8992, 2.1138], [0.6639, 7.8665, 0.5903], [0.6210, -4.5117, -3.1709], [1.1831, -5.0353, -4.2646], [2.1219, -4.2531, -5.0928], [2.6353, -4.7310, -6.0951], [2.4166, -2.8711, -4.6649], [1.8545, -2.3474, -3.5712], [0.9157, -3.1297, -2.7431], [0.4023, -2.6518, -1.7408], [-0.0702, -5.0715, -2.5528], [0.9777, -6.0477, -4.5912], [3.1078, -2.3113, -5.2831], [2.0599, -1.3350, -3.2446]]
}


{
  "formula": "C17H23BMnN8O3S",
  "method": "ωB97M-V with the def2-TZVPD basis set",
  "multiplicity": 5,
  "total_charge": 1,
  "homo_ev": [-11.697, -11.698],
  "max_force_ev_per_a": 4.1,
  "relative_energy_kcal_mol": 0.00,
  "e_lumo_ev": [-5.5, -4.3],
  "total_energy_ev": -78895.777,
  "species": ["Mn", "C", "C", "C", "C", "N", "N", "B", "N", "C", "C", "C", "C", "N", "N", "C", "C", "C", "C", "N", "N", "C", "C", "C", "C", "N", "H", "H", "H", "H", "H", "H", "H", "H", "H", "H", "H", "H", "H", "H", "H", "H", "H", "H", "H", "H", "C", "S", "O", "O", "O", "H", "H", "H"],
  "xyz": [[-0.6097, 1.6429, -0.7422], [0.9640, 3.4945, 1.9415], [1.1878, 2.0308, 1.9823], [1.9819, 1.2735, 2.8485], [1.7782, -0.0386, 2.4759], [0.9185, -0.0565, 1.4447], [0.5595, 1.2098, 1.1406], [0.3152, -1.1731, 0.6029], [-1.2230, -0.9307, 0.5435], [-2.1852, -1.7090, 1.0462], [-3.4056, -1.1099, 0.8110], [-3.1155, 0.0828, 0.1517], [-4.0991, 1.1038, -0.2862], [-1.7795, 0.1815, -0.0093], [0.8167, -1.0155, -0.8584], [1.6164, -1.8042, -1.5856], [1.7337, -1.2653, -2.8513], [0.9627, -0.1050, -2.8275], [0.6882, 0.8545, -3.9243], [0.4138, 0.0305, -1.6110], [0.6322, -2.5506, 1.0898], [0.2883, -3.7289, 0.5030], [0.8947, -4.7428, 1.1976], [1.6138, -4.0969, 2.2286], [2.4764, -4.6779, 3.2839], [1.4350, -2.7956, 2.1291], [1.4215, 3.9765, 2.7994], [-0.1055, 3.7018, 1.9512], [1.3766, 3.9229, 1.0281], [2.6132, 1.6446, 3.6286], [2.1612, -0.9560, 2.8759], [-1.9569, -2.6272, 1.5493], [-4.3730, -1.4808, 1.0762], [-5.0981, 0.7648, -0.0206], [-4.0523, 1.2675, -1.3623], [-3.9005, 2.0560, 0.2052], [2.0583, -2.6920, -1.1802], [2.2874, -1.6548, -3.6810], [1.1666, 0.5203, -4.8389], [1.0623, 1.8426, -3.6596], [-0.3865, 0.9151, -4.0922], [-0.3595, -3.7568, -0.3492], [0.8419, -5.7942, 1.0030], [2.4866, -5.7619, 3.2175], [2.1199, -4.3740, 4.2672], [3.4903, -4.2966, 3.1679], [-1.2619, 4.2581, -3.1652], [-0.6913, 4.0061, -1.4761], [-1.7627, 3.2507, -0.7620], [-0.3038, 5.2465, -0.9057], [0.4059, 2.9832, -1.5582], [-1.8707, 5.1525, -3.1848], [-1.8375, 3.3904, -3.4643], [-0.3908, 4.3904, -3.7945]]
}


{
  "formula": "C17H23BN6O6Ru",
  "method": "ωB97M-V with the def2-TZVPD basis set",
  "multiplicity": 2,
  "total_charge": 1,
  "homo_ev": [-11.554, -11.556],
  "max_force_ev_per_a": 5.0,
  "relative_energy_kcal_mol": 83.36,
  "e_lumo_ev": [-5.1, -5.2],
  "total_energy_ev": -42480.140,
  "species": ["Ru", "C", "C", "N", "N", "C", "B", "N", "C", "C", "C", "N", "N", "C", "C", "C", "N", "H", "H", "H", "H", "H", "H", "H", "H", "H", "H", "O", "C", "O", "C", "O", "C", "C", "O", "O", "H", "H", "H", "H", "H", "C", "C", "C", "O", "C", "H", "H", "H", "H", "H", "H", "H", "H"],
  "xyz": [[-0.0063, -0.0059, -0.0462], [-3.0821, -3.0407, 1.3308], [-1.7689, -2.6503, 1.1042], [-1.7408, -1.3760, 0.7259], [-2.9996, -0.9349, 0.6803], [-3.8334, -1.9155, 1.0452], [-3.3436, 0.4897, 0.2117], [-2.8595, 0.6061, -1.2473], [-3.5686, 1.0300, -2.3021], [-2.7883, 0.8984, -3.4372], [-1.5867, 0.3702, -2.9745], [-1.6550, 0.1959, -1.6601], [-2.5629, 1.4775, 1.0923], [-3.0538, 2.2611, 2.0592], [-2.0019, 2.9478, 2.6435], [-0.8722, 2.5030, 1.9635], [-1.2342, 1.6207, 1.0349], [-3.4269, -3.9959, 1.6642], [-0.8693, -3.2245, 1.1966], [-4.8931, -1.7619, 1.0674], [-4.5021, 0.6919, 0.2898], [-4.5719, 1.3892, -2.1902], [-3.0531, 1.1517, -4.4416], [-0.7066, 0.0914, -3.5212], [-4.1028, 2.2708, 2.2763], [-2.0495, 3.6657, 3.4339], [0.1555, 2.7812, 2.0958], [2.9836, -3.2358, -1.3271], [2.0504, -2.5279, -0.7268], [1.2834, -1.7961, -1.3109], [2.0422, -2.7692, 0.7742], [1.1388, -1.8911, 1.4039], [1.4973, -1.3570, 2.6405], [1.7981, 0.2523, 2.5367], [2.0550, 0.7592, 3.5977], [1.7100, 0.6748, 1.3774], [2.9844, -3.1263, -2.2952], [3.0626, -2.6779, 1.1629], [1.7025, -3.8056, 0.9396], [2.3798, -1.8126, 3.0906], [0.6383, -1.4245, 3.3124], [1.3209, 2.7568, -3.6791], [2.6830, 2.1193, -3.4072], [2.3580, 1.0426, -2.3640], [1.1056, 1.3946, -1.7723], [0.6662, 2.6430, -2.3068], [0.7588, 2.1889, -4.4207], [1.4010, 3.7873, -4.0160], [3.3587, 2.8637, -2.9877], [3.1390, 1.7013, -4.3006], [3.1154, 0.9812, -1.5746], [2.2405, 0.0510, -2.8189], [1.0061, 3.4534, -1.6482], [-0.4255, 2.6331, -2.3372]]
}


{
  "formula": "C17H23BrGeIrN4OS2",
  "method": "ωB97M-V with the def2-TZVPD basis set",
  "multiplicity": 2,
  "total_charge": 2,
  "homo_ev": [-14.449, -14.382],
  "max_force_ev_per_a": 3.5,
  "relative_energy_kcal_mol": 32.78,
  "e_lumo_ev": [-7.8, -8.8],
  "total_energy_ev": -177062.022,
  "species": ["Ir", "C", "S", "C", "S", "N", "N", "C", "C", "C", "C", "C", "C", "N", "H", "H", "H", "H", "H", "H", "H", "H", "O", "C", "C", "C", "N", "C", "Br", "C", "H", "H", "H", "H", "C", "Ge", "C", "C", "C", "H", "H", "H", "H", "H", "H", "H", "H", "H", "H", "H"],
  "xyz": [[-0.5374, 0.1134, -0.3203], [-3.9676, -1.1149, 3.5820], [-4.5805, -0.0680, 2.2406], [-3.2467, 0.0842, 1.1759], [-1.7808, -0.8713, 1.3670], [-3.4393, 0.9200, 0.2063], [-2.3853, 1.1063, -0.6018], [-2.4436, 1.9028, -1.5942], [-1.2422, 2.0487, -2.3974], [-1.0904, 3.0361, -3.3447], [0.1074, 3.1315, -4.0432], [1.1134, 2.2167, -3.7831], [0.9002, 1.2550, -2.8112], [-0.2443, 1.1771, -2.1265], [-4.8513, -1.5599, 4.0337], [-3.4530, -0.5081, 4.3226], [-3.3192, -1.9016, 3.2076], [-3.3656, 2.4354, -1.8072], [-1.9003, 3.7334, -3.5150], [0.2596, 3.9189, -4.7700], [2.0473, 2.2372, -4.3269], [1.6564, 0.5169, -2.5779], [2.0382, -4.7358, -3.3086], [1.5720, -3.7373, -2.5765], [2.3291, -3.0228, -1.6402], [1.7256, -2.0098, -0.9410], [0.4319, -1.6694, -1.1201], [-0.2766, -2.3617, -2.0094], [-2.0801, -1.8429, -2.1779], [0.2311, -3.3868, -2.7594], [2.9659, -4.9396, -3.1272], [3.3705, -3.2572, -1.4594], [2.2720, -1.4495, -0.1947], [-0.3803, -3.9230, -3.4718], [2.8114, 1.8025, 3.0185], [1.2539, 0.7089, 2.5953], [1.5562, -1.1918, 2.9006], [-0.3023, 1.4158, 3.5305], [1.0310, 0.9950, 0.6049], [2.9683, 1.7222, 4.0949], [2.6278, 2.8465, 2.7687], [3.7063, 1.4570, 2.5038], [1.7623, -1.3525, 3.9592], [2.4177, -1.5448, 2.3314], [0.6811, -1.7825, 2.6272], [0.0024, 1.6886, 4.5419], [-1.1013, 0.6801, 3.6011], [-0.6816, 2.3119, 3.0367], [1.9500, 0.6988, 0.0843], [0.8806, 2.0702, 0.4707]]
}


{
  "formula": "C17H23ClN4O2S",
  "method": "ωB97M-V with the def2-TZVPD basis set",
  "multiplicity": 1,
  "total_charge": 0,
  "homo_ev": -8.748,
  "max_force_ev_per_a": 4.0,
  "relative_energy_kcal_mol": 3.97,
  "e_lumo_ev": 0.5,
  "total_energy_ev": -51414.009,
  "smiles": "CC(C)(C)C(=O)n1nc([C@H]2CCCCO2)nc1NCc1ccc(Cl)s1",
  "species": ["C", "C", "C", "C", "C", "O", "N", "N", "C", "C", "C", "C", "C", "C", "O", "N", "C", "N", "C", "C", "C", "C", "C", "Cl", "S", "H", "H", "H", "H", "H", "H", "H", "H", "H", "H", "H", "H", "H", "H", "H", "H", "H", "H", "H", "H", "H", "H", "H"],
  "xyz": [[0.1050, 1.1728, -3.0221], [0.0494, 2.1284, -1.7492], [1.4194, 2.0205, -1.0333], [-0.0321, 3.5932, -2.3240], [-1.1334, 1.7346, -0.7669], [-1.9288, 2.6421, -0.4169], [-1.2179, 0.4577, -0.2241], [-0.3545, -0.5747, -0.4919], [-0.7394, -1.5594, 0.3015], [0.0253, -2.9125, 0.3623], [-0.7112, -3.9580, -0.4780], [0.0436, -4.3397, -1.7638], [0.8537, -3.1603, -2.3118], [1.8411, -2.6288, -1.2827], [1.4401, -2.8895, 0.0939], [-1.8557, -1.2782, 1.0220], [-2.1103, -0.0297, 0.7637], [-3.1468, 0.4739, 1.5098], [-3.1473, 1.8177, 2.0673], [-3.7108, 1.7065, 3.4382], [-3.0395, 2.0251, 4.6165], [-3.8623, 1.9841, 5.7955], [-5.1449, 1.5917, 5.4805], [-6.4156, 1.2899, 6.6766], [-5.3793, 1.3050, 3.7819], [0.4817, 0.1818, -2.7640], [0.7859, 1.5681, -3.7968], [-0.8733, 1.0755, -3.4993], [2.2065, 2.3941, -1.6343], [1.6307, 0.9718, -0.8450], [1.4342, 2.6494, -0.1393], [-0.9200, 3.7636, -2.8948], [0.8037, 3.8378, -2.9618], [-0.0630, 4.2980, -1.5002], [-0.0615, -3.2399, 1.4161], [-0.8003, -4.8379, 0.1489], [-1.7487, -3.6611, -0.7238], [-0.6108, -4.8202, -2.4988], [0.8338, -5.0804, -1.4898], [1.3708, -3.4465, -3.2400], [0.1813, -2.3303, -2.5051], [2.8030, -3.0825, -1.4866], [1.9723, -1.5682, -1.4214], [-3.5797, -0.2297, 2.1002], [-2.0887, 2.1683, 2.0816], [-3.7312, 2.4808, 1.4396], [-1.9813, 2.2911, 4.5966], [-3.5755, 2.1994, 6.8080]]
}